# 1
76
Properties=species:S:1:pos:R:3:forces:R:3:lowdin_charge:R:1 method="wB97M-V/def2-TZVPD" charge=+1 total_energy_ev=-92753.809 gap_ev="6.256 / 1.917" multiplicity=2
N 1.2816 -1.3845 -3.2901 0.33 -1.34 1.06 0.032
C 0.2803 -2.2772 -2.9976 1.41 0.90 -0.39 -0.171
C 0.4947 -3.5279 -2.4316 0.35 -0.09 -0.35 -0.059
C 1.7895 -3.9480 -2.1048 0.02 1.91 0.22 -0.033
C 2.8097 -2.9814 -2.2435 -0.41 0.45 -1.15 -0.045
C 2.5356 -1.7387 -2.8807 -1.83 -1.11 0.19 -0.137
H -0.6985 -1.8906 -3.2400 -0.21 -0.38 -0.01 0.054
H -0.3243 -4.2194 -2.2991 -0.18 0.12 0.07 0.107
H 1.9071 -4.9135 -1.6354 0.40 -0.02 -0.13 0.113
H 3.8558 -3.1379 -2.0257 -0.06 -0.38 0.37 0.102
H 3.3135 -1.0096 -3.0529 0.15 -0.03 -0.03 0.099
N 0.7714 2.5938 -5.8514 0.65 -0.44 -1.50 0.157
C -0.1434 1.8596 -5.2632 -0.03 2.14 0.79 -0.070
C -0.4978 0.5797 -5.6205 0.15 -2.70 -1.91 0.023
C 0.1826 -0.0324 -6.6762 0.89 0.89 -1.06 0.017
C 1.1427 0.7298 -7.3827 -0.75 -0.34 1.36 0.062
C 1.3895 2.0889 -6.9615 -1.09 -0.79 1.78 0.034
H -0.6957 2.1957 -4.3981 0.59 0.71 0.44 0.112
H -1.2381 0.0089 -5.0796 -0.01 0.20 0.25 0.110
H -0.0947 -1.0289 -6.9866 0.19 -0.08 -0.04 0.129
H 1.6875 0.4153 -8.2606 -0.25 -0.38 -0.09 0.126
H 2.0667 2.6670 -7.5727 -0.20 0.62 0.18 0.136
N 1.2926 -2.9651 5.0360 0.78 1.76 -0.32 0.051
C -0.0337 -3.1415 5.1646 1.48 0.14 -0.09 -0.168
C -0.9845 -2.2746 4.6714 0.20 0.31 -1.03 -0.073
C -0.5316 -1.2479 3.8338 0.67 0.49 1.49 -0.090
C 0.8380 -0.9052 3.8779 0.50 -1.31 -0.71 -0.087
C 1.7657 -1.7799 4.4724 -3.07 -1.95 0.69 -0.113
H -0.3340 -4.0643 5.6386 -0.01 -0.07 0.21 0.102
H -2.0232 -2.5037 4.8589 -0.14 0.15 -0.29 0.102
H -1.2301 -0.6224 3.2977 -0.09 0.09 -0.04 0.066
H 1.2767 -0.1492 3.2436 -0.32 0.46 0.06 0.076
H 2.8339 -1.6215 4.4561 -0.03 -0.01 0.04 0.088
N -5.7346 0.6329 0.6073 1.38 0.03 0.87 0.064
C -4.5293 0.3661 1.1859 -0.80 -0.16 -1.11 -0.131
C -3.7189 -0.6921 0.7834 0.08 -0.02 0.52 -0.121
C -4.1567 -1.5457 -0.2058 -1.21 0.58 -1.36 -0.088
C -5.3766 -1.2471 -0.8354 0.66 -0.10 0.58 -0.067
C -6.1202 -0.1602 -0.3794 0.05 -0.45 -0.06 -0.165
H -4.1719 1.0488 1.9426 -0.19 0.12 0.15 0.103
H -2.7531 -0.8440 1.2423 -0.12 -0.01 0.12 0.036
H -3.5956 -2.3517 -0.6551 0.37 -0.14 0.49 0.100
H -5.7016 -1.8685 -1.6568 -0.25 0.06 -0.02 0.096
H -7.0858 0.0656 -0.8073 -0.11 0.05 -0.17 0.103
N 3.4440 -1.7718 1.3529 1.66 0.79 -1.64 0.062
C 4.2608 -2.5561 2.0871 -1.23 1.48 -0.22 -0.173
C 5.6217 -2.3340 2.2187 0.95 0.86 -2.07 -0.049
C 6.2126 -1.3507 1.3631 -1.31 -0.72 2.05 -0.045
C 5.3800 -0.5871 0.5314 1.65 0.37 0.17 -0.104
C 4.0478 -0.7995 0.5212 -2.33 -3.37 1.87 -0.141
H 3.7218 -3.3042 2.6496 0.17 -0.21 0.22 0.099
H 6.2418 -2.9693 2.8336 -0.02 0.08 0.14 0.101
H 7.2514 -1.1242 1.5526 0.14 0.06 -0.54 0.102
H 5.7838 0.2232 -0.0576 0.21 -0.08 -0.21 0.100
H 3.3477 -0.4354 -0.2161 0.07 0.75 0.17 0.079
N -1.4109 5.1113 4.9856 0.57 -0.79 0.08 0.045
C -1.3265 3.7959 5.3883 0.04 1.86 -1.28 -0.118
C -0.7840 2.7749 4.5954 -0.37 0.92 0.38 -0.072
C -0.2971 3.1472 3.3514 -0.35 1.09 -0.01 -0.099
C -0.3547 4.5010 2.9556 -0.36 -0.61 0.04 -0.102
C -0.9026 5.4893 3.7931 -0.28 -2.53 0.53 -0.132
H -1.7791 3.6453 6.3573 0.07 -0.35 0.06 0.098
H -0.8239 1.7493 4.9313 0.17 -0.07 0.02 0.088
H 0.0551 2.4123 2.6426 0.12 -0.09 0.00 0.060
H -0.1174 4.6946 1.9200 0.36 0.42 0.01 0.070
H -1.0277 6.5111 3.4663 0.05 0.11 0.18 0.100
C -3.3702 3.2348 -1.1828 -0.35 -0.60 0.02 -1.059
Cl -4.6560 4.4359 -1.3683 0.22 -0.20 -0.05 0.532
Cl -2.3115 3.5986 0.1930 0.12 0.02 -0.30 0.536
H -3.8011 2.2557 -0.9737 -0.26 0.25 0.11 -0.010
H -2.8235 3.1245 -2.1193 0.18 0.50 0.27 -0.004
C -0.1475 0.7198 -1.0785 1.10 0.14 -0.12 -0.988
Cl -1.5254 0.4736 -2.1307 -0.63 -0.02 -0.40 0.600
Cl -0.5110 0.3056 0.5926 0.40 0.26 -0.28 0.611
H 0.6698 0.1040 -1.4541 -0.29 -0.27 0.22 -0.004
H 0.1904 1.7464 -1.2195 -0.39 0.09 0.58 0.037



# 2
82
Properties=species:S:1:pos:R:3:forces:R:3:lowdin_charge:R:1 method="wB97M-V/def2-TZVPD" charge=+2 total_energy_ev=-85330.521 gap_ev=5.233 e_above_lowest_kj_mol=82.56
Mo 0.1705 -0.2686 0.2543 1.06 -0.76 1.87 1.938
C 2.8304 -0.6110 2.7936 0.57 -0.30 0.01 -0.148
C 3.7073 -0.8769 1.5733 -0.38 0.14 -0.06 -0.115
C 3.2101 -0.0459 0.3886 0.35 0.41 0.52 -0.178
N 2.0574 -0.7315 -0.1730 0.33 0.23 -0.68 -0.152
C 2.2716 -1.8095 -0.9627 -0.43 -0.70 -0.25 -0.186
C 3.5166 -2.1188 -1.5243 -0.02 0.15 0.11 0.044
C 3.9404 -3.2101 -2.2628 -0.14 -0.03 0.04 -0.007
C 3.2114 -4.2844 -2.7432 -0.15 0.04 0.00 -0.014
C 1.8402 -4.4708 -2.6421 0.20 0.07 -0.03 -0.005
C 0.9153 -3.7446 -1.9157 -0.15 0.21 0.15 0.035
C 1.0740 -2.6257 -1.0812 0.81 -0.07 -0.28 -0.177
N 0.0843 -2.1645 -0.2865 -0.16 -0.67 -0.15 -0.156
C -0.9123 -3.0966 0.1954 -0.42 -0.20 0.43 -0.179
C -0.7270 -3.1195 1.7076 -0.08 -0.02 0.03 -0.132
C -1.4681 -1.9730 2.3738 0.22 -0.57 0.09 -0.203
N -1.2895 -0.6744 1.7328 0.45 0.21 -0.11 -0.097
C -2.1911 0.2431 2.1371 -0.29 0.36 -0.06 -0.219
C -2.9247 0.0498 3.3361 0.09 -0.03 0.03 0.016
C -4.1667 0.4862 3.7347 -0.12 0.03 -0.19 -0.014
C -5.1320 1.1014 2.9418 0.01 -0.07 -0.09 -0.025
C -4.9057 1.6889 1.7161 0.05 -0.04 0.27 -0.005
C -3.6751 1.9774 1.1326 0.15 -0.04 0.05 0.017
C -2.4032 1.4908 1.3974 -0.31 0.31 0.72 -0.142
N -1.2864 2.1340 0.9391 0.24 -0.50 -0.29 0.030
C 0.3964 1.7529 2.7512 0.17 -0.93 -0.05 -0.023
C 0.7749 0.4196 3.4028 -0.34 0.33 0.45 -0.164
H 3.1861 0.3011 3.2809 -0.07 -0.06 -0.02 0.136
H 2.8933 -1.4469 3.4996 0.00 0.22 0.01 0.143
H 3.6893 -1.9351 1.3013 0.10 0.03 0.04 0.119
H 4.7317 -0.6091 1.8289 0.02 -0.06 0.06 0.134
H 3.9985 0.1185 -0.3476 -0.18 0.00 0.01 0.122
H 2.8902 0.9439 0.7314 0.20 -0.26 -0.19 0.117
H 4.3008 -1.4034 -1.3316 0.04 -0.01 0.05 0.114
H 4.9935 -3.2124 -2.5087 0.07 0.03 -0.01 0.129
H 3.7662 -5.0333 -3.2884 0.01 -0.06 -0.12 0.127
H 1.4341 -5.3079 -3.1950 -0.01 -0.06 0.02 0.130
H -0.1005 -4.1062 -2.0126 0.02 0.02 0.07 0.117
H -0.7693 -4.1018 -0.2050 0.00 0.20 0.00 0.124
H -1.9176 -2.7372 -0.0445 0.17 -0.25 -0.08 0.108
H 0.3474 -3.0785 1.9210 -0.15 -0.09 0.10 0.118
H -1.1220 -4.0491 2.1141 0.02 -0.02 0.11 0.132
H -1.1362 -1.9379 3.4186 -0.10 0.01 -0.03 0.120
H -2.5387 -2.2053 2.3566 0.06 0.03 0.11 0.142
H -2.4341 -0.5785 4.0712 0.03 0.00 -0.09 0.117
H -4.4624 0.2148 4.7409 0.00 -0.05 -0.02 0.129
H -6.1396 1.1267 3.3288 -0.09 0.07 0.04 0.125
H -5.7663 2.1065 1.2152 -0.06 0.09 -0.06 0.131
H -3.7371 2.6811 0.3164 0.04 0.04 -0.03 0.115
H -0.3965 2.2273 3.3265 -0.03 0.02 -0.03 0.139
H 1.2626 2.4196 2.7361 -0.10 0.02 -0.10 0.143
H -0.1184 -0.0967 3.7568 0.18 0.02 -0.02 0.102
H 1.4196 0.5903 4.2675 -0.06 -0.09 -0.08 0.138
C 0.6998 0.8712 -2.9002 -0.17 0.00 0.20 -0.009
C 0.9201 2.3474 -2.9064 -0.18 0.10 0.43 -0.180
C 1.8994 2.9176 -3.7039 -0.13 0.23 0.08 -0.051
C 2.0482 4.2960 -3.7644 -0.31 0.00 0.28 -0.666
Cl 3.2631 4.9854 -4.7667 0.11 0.06 -0.11 0.717
C 1.2098 5.1159 -3.0204 0.27 -0.10 -0.21 -0.078
C 0.2586 4.5565 -2.1841 -0.18 -0.32 0.07 0.002
C 0.1127 3.1767 -2.1113 0.30 0.20 -0.14 -0.205
O -0.8278 2.5517 -1.3073 -0.04 0.30 -0.46 -0.060
C -1.2004 3.1575 -0.0937 0.05 0.31 -0.18 -0.105
C -0.0305 1.5365 1.2981 -0.35 1.84 1.08 -0.529
O 1.4400 -0.4233 2.4562 -0.30 0.18 -0.47 -0.219
O 0.8866 1.5855 0.3949 0.39 -0.02 -0.42 -0.107
H 1.3768 0.3592 -3.5782 0.10 -0.04 0.00 0.100
H -0.3284 0.6599 -3.1948 0.10 -0.15 0.05 0.080
H 0.8439 0.4644 -1.8756 0.11 0.16 -0.63 0.031
H 2.5458 2.2841 -4.2888 0.08 -0.08 -0.14 0.115
H 1.2927 6.1879 -3.1103 0.05 0.08 0.05 0.116
H -0.3900 5.2109 -1.6242 -0.11 0.09 0.09 0.120
H -2.1643 3.6640 -0.2021 0.23 -0.05 0.13 0.149
H -0.4347 3.8761 0.2353 -0.20 -0.13 -0.16 0.159
F -3.5474 -2.0578 -2.9332 -0.22 0.29 0.28 0.197
C -2.5552 -1.2142 -2.7549 0.43 -0.15 -0.08 -0.634
F -2.3969 -0.4620 -3.8246 -0.19 0.25 0.06 0.183
F -1.4264 -1.9332 -2.5926 -0.05 -0.11 -0.03 0.118
S -2.7423 -0.1684 -1.2014 -1.34 -1.22 -0.59 0.626
O -3.3080 -1.0061 -0.1964 -0.27 -0.24 -0.16 -0.224
O -3.3784 1.0457 -1.5411 0.18 0.38 -0.39 -0.184
O -1.2608 0.0061 -0.9034 -0.13 0.84 -0.90 -0.473



# 3
77
Properties=species:S:1:pos:R:3:forces:R:3:lowdin_charge:R:1 method="wB97M-V/def2-TZVPD" charge=-2 total_energy_ev=-114858.693 gap_ev="5.391 / 5.384" e_above_lowest_kj_mol=87.20 multiplicity=4
Co 1.1734 1.2971 0.1559 0.36 0.16 -0.20 0.475
S 1.6441 2.1485 2.9171 -0.69 -0.14 -0.10 0.531
C 3.1320 1.7428 2.2057 0.24 0.00 -0.03 -0.827
C 4.3397 1.6808 2.9418 0.04 0.01 -0.06 -0.132
C 5.5333 1.5245 2.2853 -0.06 0.00 -0.10 -0.107
C 5.5366 1.4642 0.8877 0.03 -0.03 0.08 -0.092
C 4.3209 1.4825 0.2412 0.19 0.00 -0.12 -0.172
N 3.1450 1.5391 0.8681 0.52 -0.04 0.46 -0.088
H 4.2838 1.7974 4.0149 0.02 -0.03 0.01 0.082
H 6.4662 1.4758 2.8368 -0.01 0.03 0.03 0.091
H 6.4531 1.4091 0.3178 0.00 0.02 -0.01 0.088
H 4.2943 1.4788 -0.8401 -0.10 0.04 0.01 0.093
S -0.2368 2.9711 -3.3312 -0.10 -0.02 -0.30 0.459
C 1.2293 3.5052 -2.6722 -0.25 -0.30 0.11 -1.199
S 1.5709 3.3236 -0.9681 0.66 0.36 -0.08 0.572
C 2.2242 4.1295 -3.4491 -0.14 -0.04 0.30 -0.445
C 3.5062 4.4558 -2.9417 0.32 0.07 0.08 -0.324
N 4.5861 4.7333 -2.6296 -0.07 -0.02 0.01 0.090
C 2.0249 4.4996 -4.7978 -0.16 0.06 -0.41 -0.316
N 1.9176 4.8462 -5.8972 0.02 -0.05 0.06 0.087
C -4.1966 -1.5006 -0.9541 0.07 -0.13 0.11 -0.027
N -3.4687 -0.3897 -1.5465 -0.34 0.25 -0.23 -0.096
N -2.9109 0.4755 -0.5929 0.16 -0.35 -0.29 0.064
C -1.5778 0.7500 -0.9468 -0.27 -0.13 0.35 -0.385
O -0.8469 1.4372 -0.2577 -0.40 0.13 0.35 -0.063
C -1.3558 0.0469 -2.1724 0.22 -0.46 -0.42 0.026
C -2.4576 -0.6680 -2.4622 0.15 0.31 0.31 -0.259
C -2.6829 -1.6364 -3.5667 -0.03 -0.01 0.04 -0.020
C -3.7662 1.3659 0.0741 -0.30 0.28 0.29 -0.170
C -5.0662 1.5955 -0.3842 0.20 -0.12 -0.11 -0.034
C -5.8986 2.4703 0.2922 -0.01 0.05 0.13 -0.103
C -5.4523 3.1293 1.4282 -0.02 -0.01 -0.06 -0.112
C -4.1557 2.9100 1.8739 -0.14 0.08 0.04 -0.076
C -3.3150 2.0328 1.2135 0.20 -0.14 -0.03 0.006
H -4.9712 -1.1097 -0.2970 -0.03 0.00 -0.03 0.079
H -3.5396 -2.1569 -0.3719 0.04 0.03 0.00 0.103
H -4.6673 -2.0723 -1.7523 -0.02 0.02 0.00 0.082
H -0.4556 0.1339 -2.7506 0.07 0.00 -0.01 0.082
H -1.8603 -1.5594 -4.2736 -0.01 -0.02 -0.02 0.088
H -3.6209 -1.4262 -4.0830 0.00 0.00 -0.03 0.083
H -2.7200 -2.6627 -3.1930 0.01 0.00 0.00 0.081
H -5.4043 1.1126 -1.2900 0.02 -0.04 -0.02 0.105
H -6.8998 2.6483 -0.0814 0.00 -0.01 -0.01 0.094
H -6.1053 3.8170 1.9506 0.02 0.00 0.02 0.091
H -3.7980 3.4310 2.7526 0.07 -0.03 -0.01 0.105
H -2.3023 1.8691 1.5541 -0.03 0.01 0.01 0.111
C 0.1598 -4.9972 2.4460 -0.01 0.14 -0.07 -0.074
C 0.0486 -3.4984 2.2862 0.02 0.00 0.05 -0.305
C -0.6361 -2.7486 3.2285 -0.10 0.00 0.14 -0.066
C -0.7466 -1.3677 3.0452 0.04 0.00 -0.15 -0.290
C -1.4603 -0.4893 4.0386 0.02 0.00 -0.04 -0.056
C -0.1655 -0.7816 1.9445 0.15 0.01 -0.22 -0.039
C 0.6225 -1.4836 0.9896 -0.09 -0.08 -0.23 -0.272
C 0.6548 -2.8885 1.1942 -0.04 -0.19 0.05 -0.027
N 1.2426 -0.7895 -0.0102 -0.35 0.17 0.36 -0.019
C 2.0531 -1.5234 -0.9828 0.12 -0.06 -0.11 -0.604
C 2.5697 -0.5260 -2.0286 -0.16 -0.16 0.09 -0.052
C 3.2963 -2.1488 -0.3166 -0.09 0.01 -0.06 -0.042
C 1.2302 -2.6028 -1.7423 0.12 0.02 -0.04 -0.050
H -0.2975 -5.3219 3.3815 0.01 -0.04 0.00 0.060
H 1.2068 -5.3091 2.4452 -0.01 -0.06 0.00 0.070
H -0.3415 -5.5114 1.6215 0.02 -0.05 0.02 0.069
H -1.0781 -3.2226 4.0997 -0.01 -0.02 -0.01 0.091
H -1.8440 -1.0664 4.8823 -0.02 0.01 -0.01 0.063
H -2.2934 0.0345 3.5633 -0.04 -0.01 0.05 0.064
H -0.7710 0.2702 4.4134 -0.02 0.02 0.04 0.067
H -0.2673 0.2867 1.8246 0.00 0.15 0.11 0.040
H 1.1717 -3.5456 0.5108 -0.04 0.12 0.12 0.069
H 3.3335 0.1073 -1.5956 -0.04 0.10 -0.04 0.037
H 1.7682 0.1113 -2.4021 -0.06 0.08 -0.07 0.067
H 3.0117 -1.0563 -2.8749 0.04 0.01 0.01 0.080
H 3.8817 -1.3597 0.1580 0.03 0.01 -0.02 0.072
H 3.9205 -2.6551 -1.0599 0.01 0.00 0.00 0.078
H 3.0160 -2.8651 0.4536 0.12 0.00 -0.01 0.058
H 0.1712 -2.3454 -1.7107 -0.04 -0.02 0.01 0.068
H 1.3553 -3.6006 -1.3215 -0.05 0.01 -0.11 0.055
H 1.5379 -2.6540 -2.7899 0.01 0.01 0.01 0.067



Q: Among the records above, which one has the lowest charge?
A: C32H34CoN6OS3



Q: Look up the charge of the first one.
A: +1



Q: Which value of charge does entry 2 give?
A: +2